The following is a quantum chemistry calculation of a 8-piece molecular cluster, C27H45N8O12 overall at a distorted geometry, from the OMol25 dataset.

The geometry in XYZ format:
```
92
Properties=species:S:1:pos:R:3:forces:R:3:mulliken_charge:R:1
N 43.36600 21.04200 49.79200 -1.4650 1.0051 4.0328 0.9556
O 44.24500 21.92000 49.98300 0.2051 -0.4293 -0.5851 -0.6222
O 42.69800 20.64400 50.85100 1.1876 0.2188 -1.8630 -0.6272
O 43.03900 20.66600 48.69400 0.0237 -0.6783 -1.6107 -0.5208
C 44.96300 19.64100 53.02700 3.2274 0.6992 0.3709 0.0836
C 46.20400 20.37300 52.47600 0.1870 -5.9639 2.6391 -0.4644
C 47.58000 19.60400 52.55600 -4.3465 -0.5221 1.0490 -0.5678
C 47.80300 18.27700 53.10300 -7.0282 -0.5603 1.4486 0.1404
C 46.53100 17.55400 53.62300 -1.6165 6.8006 -2.5538 -0.6989
C 45.13200 18.30300 53.57200 5.8435 2.1677 -2.1011 -0.5199
N 49.05400 17.52600 53.16800 1.2659 2.0543 -2.4103 0.9189
O 50.06600 18.28700 53.01200 -1.6796 -2.3756 0.8789 -0.5840
O 49.01700 16.30700 53.11600 0.4703 1.4349 0.7872 -0.5268
H 43.94900 20.21000 53.23300 2.2750 -1.2662 -1.0403 0.0825
H 46.02600 21.37100 52.14800 0.6094 0.4765 -0.5354 0.5827
H 48.44100 20.01700 52.17500 1.6525 1.4197 -0.8703 0.5116
H 46.43500 16.64200 54.06800 0.5455 -2.4767 0.9269 0.4748
H 44.23000 18.02100 53.97400 -1.4844 -1.9413 1.1669 0.5308
C 44.33300 21.27400 45.46300 -2.1144 -2.2184 -0.7109 0.2250
C 44.21100 21.04500 43.95800 5.6967 2.8333 -0.5293 -0.4762
C 45.39900 21.61900 43.05300 -1.0191 -1.6959 7.0591 -0.4883
C 46.67700 22.07400 43.98900 -4.0301 -0.0274 -0.8370 0.0508
C 46.59500 22.33500 45.44800 -4.0097 -0.5821 -1.2471 -0.3282
C 45.23300 21.98200 46.28500 3.6190 -1.1921 -3.7246 -0.3033
N 47.94500 22.40300 43.15700 -0.2585 1.2495 5.4150 0.9047
O 48.28400 21.81200 42.20800 -0.4254 -1.6009 -2.9089 -0.5573
O 48.67400 23.18100 43.76500 -0.0966 0.4718 -0.3714 -0.5685
H 43.54600 20.60000 45.98100 1.1312 1.6555 -0.4562 0.0893
H 43.47400 20.36600 43.44800 0.5662 1.1237 0.9891 0.3416
H 45.31200 21.48100 41.96600 0.7738 0.2440 0.6494 0.3430
H 47.28400 22.92600 46.05500 0.4731 -0.5845 -0.7964 0.4144
H 45.27000 21.93400 47.44800 -0.4206 0.3248 -2.3297 0.3441
C 46.85200 16.98600 49.64200 2.0368 -4.3419 -4.4087 0.1377
O 47.35100 15.81900 49.64000 -1.2899 3.0413 0.6125 -0.7120
N 46.65000 17.62000 48.42000 2.8620 -3.1975 0.5242 0.2675
C 46.16600 18.90600 48.39800 -4.1041 2.3494 0.1618 -0.6463
C 47.04200 16.92600 47.13800 -1.7960 3.6059 -0.5263 -0.9214
H 46.54000 17.48800 50.49900 -0.5647 1.1358 1.6370 0.2874
H 46.44000 19.56100 49.21500 0.3926 -0.3609 0.7991 0.1286
H 44.98400 18.67600 48.61600 2.1294 2.0281 -1.3916 0.2042
H 46.50300 19.57500 47.54400 -1.0648 -1.3807 0.3997 0.3045
H 46.59500 15.99700 47.04100 -0.7091 -2.0204 0.3783 0.3544
H 48.10500 16.84000 47.03000 0.5291 0.1309 -0.1223 0.2943
H 46.52300 17.53300 46.24400 1.5290 -0.9572 2.0021 0.2951
C 42.80800 15.31900 52.40000 2.0848 -0.9182 0.9188 0.0061
O 44.02300 15.10000 52.36300 -0.6955 0.1386 -0.1476 -0.5939
N 42.18500 16.19200 51.64100 -2.2555 1.4250 -0.6225 0.1368
C 40.75800 16.46700 51.70300 0.5430 0.5781 -0.2225 -1.1014
C 42.87500 17.02400 50.59400 -6.0360 1.5254 2.5214 -0.4468
H 42.22100 14.75800 53.14800 -0.5117 0.3204 -0.2158 0.3140
H 40.16200 16.17200 52.51300 0.1593 -0.4206 2.2447 0.4354
H 40.31400 15.85600 51.00000 -1.1643 -0.8607 -2.3871 0.4462
H 40.50100 17.51500 51.51500 0.4214 -0.1896 -0.0545 0.2637
H 42.30200 18.03000 50.72300 1.7281 -1.3673 -0.7488 0.0733
H 42.70600 16.59300 49.67000 0.2875 -0.7270 -2.0064 0.3127
H 43.72900 16.98200 51.07000 5.5280 0.6784 0.7523 0.1330
C 42.18900 23.47600 53.00800 -3.2180 -2.6637 -2.7700 0.2657
O 41.07900 23.30800 53.39900 -4.1075 -0.8373 1.0587 -0.6931
N 43.01300 24.13300 53.66100 5.0329 6.2706 4.7365 0.0136
C 44.30700 24.53700 53.11900 -0.8519 -7.6662 4.3807 -1.4763
C 42.59700 25.09400 54.87200 -1.8944 -0.6447 0.0446 -0.8392
H 42.42700 23.01800 52.06800 1.2617 -0.2443 -0.8744 0.3318
H 44.48000 25.37500 53.51600 1.9548 6.7666 2.1913 0.5546
H 44.51300 24.35900 52.19800 0.0588 -0.1360 -6.5583 0.5737
H 45.06700 23.77700 53.50000 -0.4457 0.9923 0.4397 0.3006
H 42.04900 26.06100 54.52600 0.6962 -1.9592 0.0404 0.2975
H 43.46800 25.50300 55.42200 -0.0532 -0.8709 -0.6337 0.3887
H 41.88900 24.58000 55.68200 1.6138 0.8138 -2.2015 0.2442
C 42.67000 25.00700 48.76100 -3.9415 6.8813 -0.7372 -0.2217
O 43.06400 26.18300 48.89600 1.0424 -1.6975 -0.4339 -0.6441
N 41.34800 24.93100 48.24400 1.9567 -1.7500 0.6549 0.0674
C 40.72000 23.64800 48.28900 3.6387 -1.3015 4.9649 -0.6215
C 40.66700 26.00000 47.53600 -2.1224 -1.2832 0.4196 -1.0257
H 43.16800 24.26000 49.27500 0.6255 -2.5628 0.3796 0.6214
H 39.78800 23.84400 48.06100 -4.9058 0.0766 -1.3752 0.4569
H 40.69700 23.23100 49.48200 0.1309 0.9107 -3.2310 0.0540
H 41.21600 22.92700 47.68500 0.1481 -0.8340 -0.5576 0.1659
H 40.98800 26.08000 46.53400 0.5071 0.3271 -1.1877 0.3691
H 40.73100 26.88400 48.05500 1.0961 2.2931 1.0134 0.4219
H 39.49800 25.97300 47.50500 1.9482 -1.1496 0.1708 0.2837
C 38.84100 21.58700 51.04200 1.0440 -0.0173 1.2955 0.4214
O 37.98300 22.22000 51.63300 0.7299 -0.2334 -0.0664 -0.6452
N 38.54500 20.86100 49.90900 -0.0694 0.0890 -0.6386 0.1905
C 39.66500 20.33000 49.17400 -0.8614 1.5781 -0.5052 -1.1395
C 37.17100 20.71300 49.40600 -1.6562 2.2503 3.4691 -0.9987
H 40.03500 21.50500 51.50400 -3.1254 0.1612 -1.6741 0.1384
H 39.50900 19.60000 48.47500 -2.0521 -1.9225 -2.0502 0.6246
H 40.17200 19.74300 49.81200 2.8611 -1.2237 2.5447 0.3569
H 40.27200 20.97900 48.57500 0.4993 1.0551 0.4750 0.1372
H 36.46800 21.27300 50.24500 1.8304 -1.5643 -1.8191 0.2694
H 36.81800 19.67100 49.39100 0.4084 0.3550 -0.4689 0.3116
H 36.92000 21.34200 48.55200 0.4223 -0.5381 -0.5258 0.3313
```
Positions in Å, forces in eV/Å.

Values from the calculation:
ΔE to the lowest compared entry with this formula, charge and spin (kJ/mol): 149.3
Largest force on an atom (Eh/bohr): 0.1815
HOMO level (Eh): -0.23846
LUMO (eV): 1.25
Gap between HOMO and LUMO (eV): 7.73
Charge: -1